{
  "formula": "C20H25Cl2HoP",
  "method": "wB97M-V/def2-TZVPD",
  "species": ["Ho", "Cl", "Cl", "C", "H", "H", "C", "C", "H", "C", "H", "C", "H", "H", "C", "H", "H", "C", "H", "H", "H", "H", "C", "P", "C", "C", "C", "C", "C", "C", "C", "C", "C", "C", "C", "C", "H", "H", "H", "H", "H", "H", "H", "H", "H", "H", "H", "H", "H"],
  "coordinates": [[0.1928, 2.7713, 0.9845], [1.3518, 0.6039, 1.9004], [-2.0421, 2.0821, -0.1167], [-0.1096, 4.4082, 2.3743], [-0.8535, 5.2495, 2.4203], [0.8261, 4.9967, 2.6153], [0.5348, 1.1694, -2.2770], [0.8771, 2.1097, -1.4778], [-0.5489, 1.0404, -2.5369], [2.2464, 2.1943, -0.8365], [0.1929, 3.0199, -1.3997], [3.3547, 1.6511, -1.7518], [2.5097, 3.1926, -0.4345], [2.2454, 1.4600, -0.0173], [2.9784, 0.3199, -2.3568], [3.6320, 2.3511, -2.5349], [4.2416, 1.5272, -1.1632], [1.5047, 0.1932, -2.9172], [3.6859, 0.0135, -3.1434], [3.0447, -0.4417, -1.5720], [1.5368, 0.2807, -4.0182], [1.1666, -0.8460, -2.6987], [-2.7945, -0.1031, 2.9962], [-1.5182, -0.7063, 1.8084], [-0.9528, -2.1488, 2.8200], [-1.5441, -3.4225, 2.7486], [-1.0963, -4.4482, 3.5808], [-0.0939, -4.2136, 4.5245], [0.4600, -2.9315, 4.6383], [0.0384, -1.9132, 3.7941], [-2.5653, -1.5654, 0.5766], [-3.9404, -1.3028, 0.4393], [-4.6993, -2.0510, -0.4603], [-4.0901, -2.9964, -1.2863], [-2.7073, -3.2153, -1.1984], [-1.9428, -2.4905, -0.2850], [-2.2782, 0.1358, 3.9365], [-3.5338, -0.9017, 3.1598], [-3.2628, 0.8021, 2.5877], [-2.3526, -3.6170, 2.0412], [-1.5475, -5.4372, 3.4940], [0.2503, -5.0165, 5.1715], [1.2202, -2.7272, 5.3920], [0.4953, -0.9214, 3.8680], [-4.4160, -0.5380, 1.0529], [-5.7789, -1.8884, -0.5060], [-4.6878, -3.5647, -1.9990], [-2.2287, -3.9600, -1.8323], [-0.8644, -2.6606, -0.2139]],
  "mulliken_spin": [4.0831, -0.0055, -0.0056, -0.0754, -0.0001, 0.0022, 0.0121, -0.0162, 0.0002, 0.0072, 0.0020, -0.0001, 0.0040, -0.0055, 0.0003, 0.0001, 0.0000, -0.0007, -0.0001, -0.0001, 0.0001, 0.0003, 0.0001, -0.0018, 0.0006, -0.0002, 0.0000, -0.0001, 0.0001, -0.0005, -0.0002, -0.0002, 0.0001, 0.0000, 0.0000, -0.0001, 0.0003, 0.0000, 0.0001, 0.0000, 0.0000, 0.0000, 0.0000, 0.0000, -0.0001, 0.0000, 0.0000, 0.0000, 0.0000],
  "total_charge": -1,
  "e_homo_ev": [-2.24, -2.31],
  "homo_lumo_gap_ev": [4.9, 5.0],
  "spin_multiplicity": 5,
  "mol_weight_g_mol": 532.23,
  "energy_ha": -2986.92481
}